(1)
Density functional theory data (wB97M-V/def2-TZVPD) for a 7-piece molecular cluster, C30H67N2O22S9 overall in a non-equilibrium geometry.

Geometry as XYZ:
```
130
C30H67N2O22S9, DFT wB97M-V/def2-TZVPD
H 1.565 -4.537 -4.266
H 0.925 8.941 -1.433
H 4.736 -4.045 -3.308
H -2.075 -7.761 -6.220
H -2.752 3.932 -5.724
O 5.702 -0.149 -4.476
H 3.182 -0.983 6.285
C 5.754 -0.287 -3.220
H -9.261 4.970 6.609
C 4.799 -2.889 -3.279
O -1.349 -0.228 6.204
H 4.175 -9.489 -5.163
O 0.484 -6.634 -5.330
H 1.716 8.624 0.106
C 2.682 -8.441 -6.319
S -0.192 -3.721 -2.770
C -2.048 0.902 6.733
C 1.071 8.183 -0.657
O 2.777 -4.526 -1.753
O 2.011 -1.121 8.775
O 1.306 -8.562 -6.678
H -0.227 2.761 -7.030
H -1.358 3.321 -4.841
H -7.631 5.138 5.944
S 2.478 -2.456 7.991
H -0.955 7.429 -0.777
H -0.286 -2.538 5.337
C -1.670 3.777 -5.783
H 6.927 -3.298 -2.833
C -8.596 4.644 5.806
C -0.249 7.786 -0.023
C 2.702 5.414 -2.883
H -6.111 0.741 3.547
C -0.601 7.495 -6.320
H 3.260 -8.567 -7.238
C -1.470 0.330 -2.404
H 2.805 -10.501 -5.677
O -1.824 0.232 3.802
O 1.765 7.050 -1.180
C 3.685 -1.685 6.949
H 3.774 0.782 -2.890
H -1.735 1.855 -6.765
H 0.008 -1.655 8.994
H 1.499 -2.664 -4.287
H -2.191 1.666 5.963
O -1.060 5.795 -8.250
H -3.826 1.346 7.873
H -1.985 -1.596 -3.572
O -2.958 -1.680 4.987
H 4.175 -2.467 6.368
H -0.995 -7.345 -7.581
H 2.528 4.849 -3.799
H 4.125 1.351 0.079
H -4.732 1.777 3.078
O 1.275 7.491 -3.581
N -1.332 1.464 -3.055
C -1.532 -2.211 0.416
C -0.398 -1.850 4.499
H 4.962 -2.533 -0.470
H 3.581 6.048 -2.994
H 0.509 -0.138 9.730
H -4.071 0.149 6.597
C 1.452 -3.587 -3.620
O 3.159 -3.323 8.913
C 0.814 -1.172 9.553
S -0.137 -1.058 0.750
H 1.293 -0.754 -1.408
C -1.311 2.848 -6.928
H 0.480 -1.214 4.398
H 2.818 4.731 -2.041
H -6.359 2.121 2.426
C -5.802 1.753 3.287
H 4.416 -1.173 7.576
H -7.965 2.794 6.743
H -8.999 4.984 4.849
H 6.868 -2.498 -0.279
H -1.695 3.229 -7.877
S -6.111 2.820 4.667
O 6.692 -1.223 -2.715
H 0.458 7.241 -6.351
H -3.230 -0.319 8.068
O -7.721 2.671 4.677
C 3.095 -9.509 -5.323
C -3.370 0.499 7.357
C 6.130 -2.540 -2.475
S -1.538 6.125 -6.933
H -1.828 0.363 -1.313
O 0.145 5.591 -2.377
O -0.984 5.023 -5.885
H 0.161 -1.768 11.523
N -1.595 -2.582 -0.870
C -1.181 -8.050 -6.772
O -5.771 4.165 4.288
H 1.331 -2.371 -0.571
O -0.030 -8.996 -4.627
H 2.606 -9.355 -4.358
H -0.564 -2.410 3.578
S 4.658 0.248 -0.571
H -0.919 7.712 -5.301
H -0.105 6.974 0.694
H 1.902 -1.419 11.404
H 5.270 1.721 -2.429
H -9.430 2.673 5.777
H -2.246 -2.530 1.243
C -8.441 3.135 5.819
C 0.618 -1.530 -0.910
H 2.898 -7.439 -5.938
O -5.577 2.204 5.854
C -1.099 -1.108 -3.035
C 5.968 -2.862 -0.887
H -1.406 1.337 7.503
H -0.250 -0.988 -3.803
H -1.621 2.223 -2.407
H -2.323 -3.224 -1.219
H 5.999 -4.016 -0.823
S 0.188 -8.009 -5.649
H 1.258 -2.919 10.751
C 2.672 -3.577 -2.574
O 3.562 -2.465 -2.581
H 4.808 -2.569 -4.384
C -0.561 -2.101 -1.871
O 1.389 -2.922 7.170
H -1.291 -9.063 -7.156
H -0.797 8.352 -6.965
C 1.044 -1.857 10.887
S 1.287 6.439 -2.598
H -0.702 8.637 0.489
C 4.799 0.666 -2.373
O -2.933 6.363 -6.668
S -1.818 -0.828 4.781
```

Summary:
* E_LUMO: -4.64 eV
* total energy: -6531.27978 Ha
* energy relative to the best compared isomer or geometry (same formula, charge and spin): 450.54 kJ/mol
* total charge: +1
* HOMO energy: -11.853 eV
* gap between HOMO and LUMO: 7.213 eV
* strongest force on any atom: 5.20 eV/Å

(2)
Density functional theory data (wB97M-V/def2-TZVPD) for a 2-piece molecular cluster, C9H11NO3 overall in a non-equilibrium geometry.

Geometry as XYZ:
```
24
C9H11NO3, DFT wB97M-V/def2-TZVPD
H -0.993 -0.751 2.640
C -1.082 0.865 -0.734
H -0.014 1.435 2.224
H 0.969 1.029 0.733
C -0.121 -3.380 -1.966
O -1.492 -4.956 1.023
H -1.934 0.556 1.091
O -1.943 -2.733 0.727
H 1.094 0.831 -3.331
H 0.732 -3.835 -2.504
C 0.606 0.365 -2.512
O -0.748 -4.105 -1.182
C 0.081 -0.645 2.064
C -0.239 -1.930 -1.946
N -1.159 0.814 0.510
C -1.586 -3.848 0.689
C 0.602 -1.041 -2.593
H 0.166 -1.535 1.386
H -0.217 2.220 -2.048
C -0.240 1.188 -1.735
H 1.120 -1.690 -3.282
H -0.939 -1.855 -1.179
H 0.976 -0.874 2.669
C 0.066 0.716 1.390
```

Summary:
* E_LUMO (alpha / beta): 0.37 / -1.88 eV
* <S²>: 2.0135
* total energy: -629.80224 Ha
* energy relative to the best compared isomer or geometry (same formula, charge and spin): 0.00 kJ/mol
* spin multiplicity: 3
* HOMO energy (alpha / beta): -5.446 / -9.266 eV
* gap between HOMO and LUMO (alpha / beta): 5.819 / 7.383 eV
* strongest force on any atom: 3.37 eV/Å

(3)
Density functional theory data (wB97M-V/def2-TZVPD) for C40H40P2PdSbSi as an isolated structure in a non-equilibrium geometry.

Geometry as XYZ:
```
85
C40H40P2PdSbSi, DFT wB97M-V/def2-TZVPD
C -0.410 -3.527 -4.004
H 1.264 0.831 3.582
H -2.558 1.309 -3.581
C -4.462 -2.824 2.508
H -3.551 3.368 -0.561
C -4.145 -4.573 0.890
H -0.011 -4.064 -4.856
C 3.292 -1.145 -2.674
H 3.521 -2.107 -3.115
P -1.986 -1.273 -0.312
H -1.858 -2.447 -5.165
H -1.559 1.361 -7.746
C -1.451 -2.624 -4.177
H 0.038 -3.244 2.161
H -2.205 1.362 2.689
H 1.549 1.069 -4.818
H -5.413 -4.747 2.608
Si -1.277 1.763 0.459
C 0.121 -3.739 -2.738
H -3.260 1.425 -5.949
H 1.585 -3.742 1.437
C -0.001 2.925 -1.772
H 0.133 6.518 -0.372
H 2.459 2.278 -1.090
H -0.939 2.600 2.776
H 0.939 -4.433 -2.600
C -3.777 2.334 -0.805
C 2.012 -0.614 -2.804
H 4.726 1.354 -0.899
C 0.095 1.210 -6.390
H -0.819 4.712 1.000
C -3.197 0.001 -0.790
C 0.099 5.508 -0.761
H 1.010 6.039 -2.635
H 0.026 -3.211 -0.662
C 4.270 -0.439 -1.994
H 0.839 1.188 -7.176
P -0.041 1.190 -2.294
H -4.680 -1.335 -1.594
C 0.582 5.242 -2.040
C 0.526 3.954 -2.550
H -6.215 0.482 -2.258
Sb 1.520 -1.049 1.678
H 0.908 3.746 -3.543
C -1.457 -2.155 -1.812
C -1.762 2.214 2.171
C -0.459 1.185 -4.052
C 1.116 -3.081 2.164
C 3.964 0.797 -1.429
C -1.253 1.309 -6.709
C -4.737 -4.109 2.053
C -3.289 -3.752 0.163
C -2.209 1.345 -5.701
C -4.410 -0.302 -1.406
H -3.392 -1.002 2.144
C -0.508 3.182 -0.491
H 3.777 -1.440 3.098
C 0.819 -0.158 3.488
C -0.392 -3.047 -1.650
C -0.434 4.487 0.011
C -3.027 -2.458 0.603
C 3.600 -0.953 2.138
H 4.185 -1.447 1.364
H -2.783 -1.235 -3.234
H -5.635 2.835 -1.752
C -4.958 2.037 -1.471
H 1.098 -0.762 4.351
H -0.265 -0.061 3.448
C -2.874 1.322 -0.462
Pd 0.111 -0.009 -0.203
C -1.977 -1.943 -3.087
C -1.815 1.279 -4.373
C 2.689 1.319 -1.537
H 1.251 -1.162 -3.352
C 0.498 1.145 -5.063
C -5.282 0.716 -1.763
H -2.526 2.991 2.066
H 3.897 0.093 2.201
C 1.702 0.625 -2.245
H -4.351 -5.577 0.542
H -2.837 -4.118 -0.750
H -4.915 -2.465 3.423
H 1.518 -3.290 3.154
H 5.273 -0.839 -1.915
C -3.607 -2.006 1.791
```

Summary:
* E_LUMO: -3.57 eV
* total energy: -2888.42750 Ha
* energy relative to the best compared isomer or geometry (same formula, charge and spin): 0.00 kJ/mol
* total charge: +1
* HOMO energy: -9.331 eV
* gap between HOMO and LUMO: 5.763 eV
* strongest force on any atom: 1.56 eV/Å

(4)
Density functional theory data (wB97M-V/def2-TZVPD) for C10H30CuN2O11S5 as an isolated structure in a non-equilibrium geometry.

Geometry as XYZ:
```
59
C10H30CuN2O11S5, DFT wB97M-V/def2-TZVPD
C 1.660 -1.847 3.158
O -0.513 1.194 0.084
S -0.416 -3.947 -0.243
C 0.970 0.700 2.201
C -2.334 3.943 -1.102
C -0.727 -2.098 -3.033
C 2.360 0.633 -1.437
H -1.968 -2.159 0.351
H -1.677 0.372 -3.625
O -1.046 -0.664 5.303
O 0.907 -3.447 -0.738
H 1.399 0.601 1.209
H -1.367 3.493 -0.857
H -0.075 0.401 2.258
H -0.971 -5.621 1.461
H 5.694 -0.655 -2.622
H -0.770 -3.177 -3.192
O -2.060 0.120 3.602
C -0.068 -5.267 0.968
H -0.102 -1.928 -2.159
H -1.983 4.603 1.575
H 1.310 0.363 -1.350
H 0.716 -4.978 1.670
C 4.991 0.007 -2.128
O 3.244 -0.163 -3.935
H -1.774 6.366 1.581
H 1.850 -2.080 2.109
H -1.735 -1.751 -2.813
H -0.175 -2.007 0.992
S -0.013 -1.293 -4.492
H 2.536 1.639 -1.816
O -0.929 -1.522 -5.659
O 1.347 0.199 4.837
H -0.382 1.130 -4.500
H -0.092 0.619 -2.890
H -3.175 3.478 -0.593
H -0.476 5.255 1.036
H 5.296 0.232 -1.106
N -1.817 -0.866 4.325
H 0.379 -6.057 0.365
H 2.709 0.531 -0.406
C -0.606 0.318 -3.802
O -2.502 1.200 0.971
O -2.299 -1.958 4.140
O -2.218 0.463 -1.031
S 3.276 -0.562 -2.486
H 4.931 0.965 -2.648
C -1.550 5.449 1.039
H -1.428 -2.962 1.768
O -3.702 6.100 -0.396
H -2.402 3.746 -2.171
C -1.075 -2.583 0.802
S -2.260 5.708 -0.619
S 1.993 -0.108 3.523
N -1.728 0.975 -0.014
H 1.028 1.738 2.531
Cu -3.205 1.834 2.865
H 2.357 -2.497 3.691
H 0.665 -2.179 3.452
```

Summary:
* E_LUMO (alpha / beta): -1.90 / -5.05 eV
* <S²>: 0.7582
* total energy: -4966.99746 Ha
* energy relative to the best compared isomer or geometry (same formula, charge and spin): 425.62 kJ/mol
* spin multiplicity: 2
* HOMO energy (alpha / beta): -8.287 / -8.287 eV
* gap between HOMO and LUMO (alpha / beta): 6.392 / 3.237 eV
* strongest force on any atom: 2.30 eV/Å